(1)
Density functional theory data (ωB97M-V/def2-TZVPD) for an isolated molecule of C20H25N3O2.

Structure (XYZ):
```
50
Properties=species:S:1:pos:R:3
O -6.32679 -0.99237 -0.41983
O 4.89013 1.57672 -1.08228
N 1.55148 1.91632 -0.06118
N -1.12872 1.01134 -0.22262
N 3.84414 0.85459 0.79683
C 3.02044 -2.88385 -1.31062
C -5.06796 -0.47498 -0.27757
C 1.16246 0.88569 -1.01126
C -0.76100 2.06244 0.69696
C 2.77883 2.58151 -0.46127
C 3.83136 -1.53583 0.51011
C 0.43894 2.82667 0.13423
C 3.82896 -1.86449 -0.84014
C -2.42420 0.49151 -0.19226
C 3.95577 1.61767 -0.31185
C 2.20082 -3.26001 0.90951
C 4.62831 -0.35046 0.99206
C -2.87303 -0.30074 -1.25555
C -3.33473 0.78185 0.82028
C -0.01889 0.10777 -0.44258
C -7.27998 -0.70168 0.57002
C -4.16178 -0.77865 -1.29425
C 3.00825 -2.23878 1.37959
C -4.63897 0.31417 0.77862
C 2.20359 -3.58196 -0.43679
H -5.30358 0.57199 1.58860
H 1.56599 -3.80321 1.59419
H -8.19626 -1.19788 0.25340
H -2.20570 -0.52926 -2.07221
H 3.02635 -3.13324 -2.36144
H 4.46163 -1.31186 -1.51945
H 3.00275 -1.98741 2.43120
H 0.87672 1.32669 -1.98124
H -4.50090 -1.38697 -2.11784
H 2.00375 0.20817 -1.17243
H 2.75596 2.95117 -1.49820
H 4.87688 -0.44568 2.05249
H -6.97864 -1.09167 1.54834
H -0.49467 1.66302 1.69021
H 0.14224 3.31199 -0.81113
H 2.94504 0.89847 1.25980
H -7.46259 0.37543 0.65053
H 2.95092 3.43458 0.20156
H 5.54368 -0.22997 0.40869
H 0.29369 -0.36244 0.50623
H 0.73864 3.60150 0.84425
H -0.30696 -0.68326 -1.13246
H -3.03756 1.37531 1.67081
H -1.59591 2.75660 0.80195
H 1.57110 -4.37648 -0.80405
```

Computed properties:
* Kohn-Sham gap: 8.3 eV
* multiplicity: 1
* LUMO energy: 0.027 Eh
* largest force on an atom: 0.50 eV Å⁻¹
* HOMO energy: -0.2766 hartree
* energy above the lowest of the compared OMol25 structures with the same formula, charge and spin: 38.83 kcal per mole



(2)
Density functional theory data (ωB97M-V/def2-TZVPD) for an isolated molecule of C20H25N3O2.

Structure (XYZ):
```
50
Properties=species:S:1:pos:R:3
O -0.08384 -0.31886 3.75701
O -5.50873 0.05227 0.72030
N -3.68256 -0.95859 1.46557
N 2.23852 1.14017 0.32805
N -0.28464 -2.12263 2.32781
C 0.13727 -2.80553 1.09423
C -4.41404 -0.42660 0.43398
C 4.56786 1.82977 -0.14040
C -3.82533 -0.43693 -0.94246
C -1.77487 -2.10002 2.50436
C -4.08108 0.02952 -3.29279
C -2.77603 -0.42018 -3.53759
C 1.69236 1.89569 -0.81003
C 1.24465 0.77969 1.34985
C 0.42009 -1.03772 2.87684
C 4.04353 2.75055 -1.28837
C 1.66951 -0.40896 2.20422
C -2.00217 -0.92892 -2.47194
C -2.56572 -0.98801 -1.16929
C -0.40774 -2.08263 -0.15638
C -1.81583 -1.54715 0.02038
C 2.76000 2.14444 -1.89809
C 3.45414 1.75550 0.92184
C -4.59508 0.05886 -1.99782
C -2.42835 -1.54522 1.26888
H 0.18229 -1.21016 -0.43182
H -2.13853 -3.10888 2.61679
H -4.68507 0.35923 -4.11874
H 1.22247 -2.84615 1.01444
H -1.02676 -1.34087 -2.71881
H 2.16770 -1.16820 1.60232
H -0.38495 -2.78950 -0.97343
H 0.28673 0.53395 0.89170
H 3.80615 1.21607 1.78286
H 1.30776 2.86800 -0.41023
H -0.21444 -3.85234 1.19279
H 5.45810 2.25595 0.30064
H 3.78643 3.73967 -0.85471
H -2.08764 -1.55737 3.40418
H 4.78654 0.82924 -0.54515
H 4.79159 2.88110 -2.10150
H -5.59330 0.45961 -1.83886
H -4.11112 -0.85490 2.40858
H 1.07638 1.67203 1.94732
H 3.02593 1.20694 -2.39040
H 2.33428 -0.04720 2.94275
H -2.38632 -0.44690 -4.55137
H 3.19998 2.75884 1.24688
H 0.85461 1.35177 -1.29415
H 2.35931 2.78154 -2.69022
```

Computed properties:
* Kohn-Sham gap: 8.7 eV
* multiplicity: 1
* LUMO energy: 0.020 Eh
* largest force on an atom: 2.75 eV Å⁻¹
* HOMO energy: -0.2984 hartree
* energy above the lowest of the compared OMol25 structures with the same formula, charge and spin: 25.10 kcal per mole



(3)
Density functional theory data (ωB97M-V/def2-TZVPD) for an isolated molecule of C20H25N3O3.

Structure (XYZ):
```
51
Properties=species:S:1:pos:R:3
O 5.22399 -4.17368 -0.03357
O -0.15799 -2.36440 1.70597
O -1.91497 2.02737 -2.95997
N -1.27770 0.35225 1.25785
N -2.76060 3.26525 -1.24581
N 0.73553 -2.23043 -0.35741
C -3.85472 4.91895 1.84732
C -3.38791 4.04684 2.81879
C 1.51695 -3.43721 -0.23988
C -0.71714 -0.49251 0.32373
C -0.03853 -1.76049 0.64996
C -3.25905 4.21079 -2.22394
C 5.99450 -4.43955 -1.19355
C -1.62018 1.24389 -0.75550
C -2.08251 2.16659 -1.75979
C -3.64351 4.64647 0.51363
C -2.96401 3.49387 0.10164
C -2.72087 2.90305 2.44194
C -2.49832 2.59160 1.09612
C 7.45407 -4.38926 -0.75215
C -1.82025 1.42173 0.61705
C 3.01598 -3.13963 -0.26644
C 3.83979 -4.42273 -0.11179
C -0.92247 0.04063 -0.93268
C -1.26381 0.10544 2.67608
C 5.73704 -3.44473 -2.32827
H 5.86263 -2.42844 -1.96253
H -2.28165 0.10295 3.06873
H -4.34497 4.29609 -2.16645
H -2.36288 2.24426 3.21174
H 1.23680 -3.89877 0.70972
H -2.98274 3.81886 -3.20289
H 7.61298 -5.07855 0.07210
H -3.54461 4.26024 3.86494
H -4.38204 5.81732 2.13060
H 0.86005 -1.67329 -1.18611
H 8.10772 -4.65959 -1.57643
H -0.82578 -0.87610 2.84985
H 6.44589 -3.61920 -3.13345
H 3.26996 -2.46695 0.55399
H -0.66777 0.86025 3.19336
H 3.55959 -4.90688 0.83149
H -4.01360 5.34718 -0.21492
H -2.79997 5.19133 -2.09019
H -0.65337 -0.36932 -1.88517
H 4.73245 -3.55729 -2.72906
H 3.61638 -5.11825 -0.93192
H 1.25568 -4.12007 -1.05649
H 3.27301 -2.64035 -1.20232
H 5.75790 -5.45658 -1.55381
H 7.69738 -3.38604 -0.41376
```

Computed properties:
* Kohn-Sham gap: 8.5 eV
* multiplicity: 1
* LUMO energy: 0.019 Eh
* largest force on an atom: 1.00 eV Å⁻¹
* HOMO energy: -0.2929 hartree
* energy above the lowest of the compared OMol25 structures with the same formula, charge and spin: 23.58 kcal per mole



(4)
Density functional theory data (ωB97M-V/def2-TZVPD) for a structure of composition C20H25N3O3S2Ti.

Structure (XYZ):
```
54
Properties=species:S:1:pos:R:3
Ti 0.36122 -0.09381 -0.52100
S 0.66050 3.12907 2.76849
S -2.84233 2.33037 -2.66158
O 1.07570 -1.48579 -1.57896
O 0.21493 -3.33465 1.86231
O -0.18606 -1.48483 0.65641
N -1.01094 1.06334 -1.35710
N 0.56680 1.45082 0.79725
N 0.92924 -3.33693 -0.23538
C -2.05949 3.11996 -1.31124
C 4.66460 -6.29262 -5.83671
C 1.13465 -3.67297 -2.59459
C 3.28071 -4.95958 -4.26235
C -1.89355 -0.33127 -3.15879
C 3.36335 -5.62567 -5.44099
C 0.90282 -4.64157 1.64127
C -1.87010 0.92576 -2.38039
C 1.96505 0.59539 2.64212
C 2.30233 -6.54833 -7.57509
C -1.09284 2.32901 -0.72976
C -0.29570 2.51401 0.43323
C 1.12067 1.63263 2.00596
C 0.29908 -2.67175 0.76169
C 1.06813 -5.00168 -6.07211
C 0.51734 -3.42907 -3.83328
C -0.32812 3.50563 1.39174
C 1.08371 -2.79810 -1.51614
C 1.17483 -4.72820 0.17313
C 2.20734 -5.69452 -6.32609
H 0.83134 -2.55003 -4.40599
H 5.42036 -6.06128 -5.07912
H 1.83547 -4.62064 2.21195
H 0.23510 -5.42328 2.00791
H 4.12921 -4.99510 -3.58142
H 0.47411 -5.40377 -0.32632
H 1.58417 -4.63456 -2.33746
H -1.16165 -0.28096 -3.98185
H 0.22226 -5.20001 -6.73909
H -0.45640 -3.87116 -4.05651
H 0.99971 -4.24084 -5.31133
H 2.63770 -7.57051 -7.35601
H 1.96565 0.78980 3.72364
H 3.00018 0.67806 2.27883
H 2.42776 -4.36236 -4.05180
H -1.68480 -1.20585 -2.52502
H -2.29312 4.12034 -0.96566
H 4.58099 -7.38568 -5.90770
H 1.57639 -0.41479 2.45595
H 5.03531 -5.92910 -6.80570
H 1.31432 -6.60200 -8.04568
H 2.19856 -5.02268 -0.06157
H -0.93209 4.39801 1.29560
H 2.99958 -6.12002 -8.30908
H -2.89595 -0.43085 -3.59855
```

Computed properties:
* Kohn-Sham gap (alpha / beta): 4.9 / 5.1 eV
* multiplicity: 3
* LUMO energy (alpha / beta): -0.256 / -0.248 Eh
* total charge: +2
* largest force on an atom: 3.68 eV Å⁻¹
* HOMO energy (alpha / beta): -0.4347 / -0.4353 hartree
* <S²>: 2.015



(5)
Density functional theory data (ωB97M-V/def2-TZVPD) for a structure of composition C20H25N5O9P2PtS.

Structure (XYZ):
```
63
Properties=species:S:1:pos:R:3
Pt 0.15107 1.72820 1.16955
S 0.08558 2.50026 3.36577
P 2.69453 3.90278 0.13498
P 0.04339 5.36330 -0.41989
O -0.15546 5.08520 -1.98124
O 1.84031 2.92084 0.93157
O 2.86269 3.33490 -1.37418
O 1.92966 6.24303 1.02737
O -1.29349 -7.51999 0.38428
O 3.99924 4.23604 0.75495
O -0.58230 4.37833 0.45253
O -0.46238 6.86959 -0.28547
O -1.13092 0.26426 1.61687
N 2.68206 1.90233 3.42161
N -2.79789 -2.35366 -3.00978
N -2.96387 -3.56685 -3.17392
N 1.33216 0.61706 4.77624
N -0.09544 0.94896 -0.71840
C -3.42907 -5.53984 -1.86232
C -1.76679 -6.57336 -0.47050
C -3.05899 -6.54831 -0.97907
C -1.54749 -0.39396 0.56400
C -2.18895 -8.53272 0.79990
C 1.48023 1.59612 3.87495
C -1.00512 -0.07075 -0.70907
C 0.02115 0.78712 -3.08539
C 2.52991 6.28023 -1.32534
C -0.85357 -5.58919 -0.85359
C -2.33634 -1.78862 -1.77945
C -1.41165 -0.72080 -1.88544
C -2.49495 -1.40311 0.61716
C -2.54300 -4.53558 -2.19836
C -1.23855 -4.57692 -1.70404
C 1.84460 5.50665 -0.20551
C -0.86388 -0.25393 -3.10204
C 3.87425 1.12477 3.68826
C 0.39486 1.37258 -1.86187
C -2.86632 -2.09118 -0.54459
H 2.45365 5.75348 -2.27368
H -3.77743 -7.30992 -0.71736
H 2.07469 -0.03418 4.96840
H -0.52720 -3.81437 -1.99163
H -3.05384 -8.11050 1.31803
H -2.94680 -1.65181 1.56733
H 0.15491 -5.64237 -0.46707
H -0.90580 4.49470 -2.11755
H -4.42263 -5.52781 -2.29131
H 4.71794 1.62557 3.22269
H 3.67248 2.81818 -1.45469
H 0.38726 0.33161 4.97050
H 3.79674 0.11442 3.27509
H 1.11456 2.17475 -1.81668
H -1.17159 -0.71587 -4.03009
H 4.06471 1.06465 4.76120
H 0.44784 1.17590 -3.99919
H 3.58400 6.40488 -1.07426
H -3.60790 -2.87478 -0.46631
H 2.67340 2.53542 2.61955
H 2.06913 7.26341 -1.41927
H -1.63200 -9.16456 1.48641
H 2.80467 6.04995 1.40018
H -2.53145 -9.13346 -0.04660
H -0.11862 7.26893 0.52575
```

Computed properties:
* Kohn-Sham gap: 7.1 eV
* multiplicity: 1
* LUMO energy: -0.010 Eh
* largest force on an atom: 0.70 eV Å⁻¹
* HOMO energy: -0.2691 hartree
* energy above the lowest of the compared OMol25 structures with the same formula, charge and spin: 26.87 kcal per mole



(6)
Density functional theory data (ωB97M-V/def2-TZVPD) for an isolated molecule of C20H25NO4.

Structure (XYZ):
```
50
Properties=species:S:1:pos:R:3
O 0.09955 2.08014 0.64568
O -1.64649 1.29779 1.84566
O 0.29979 -3.62400 -1.53658
O -2.35077 -0.13745 -2.78706
N -1.08388 -1.80633 -1.83161
C 1.12930 2.81801 5.40550
C 2.07557 -2.32446 -4.40289
C -1.38238 -1.54798 -0.47268
C -0.27587 -2.85520 -2.25628
C 0.79045 2.99032 3.92691
C 0.45323 -0.45111 -4.17781
C -1.62609 0.01847 1.31570
C -1.01676 3.51742 2.22832
C -0.68257 3.33070 3.71323
C -1.53074 -1.00861 -2.88120
C -1.35624 -0.23532 -0.01887
C -1.68293 -2.59355 0.38909
C -0.31679 -2.85241 -3.77386
C -1.92961 -1.02045 2.18812
C 0.96117 -3.36343 -4.43419
C 1.58649 -1.02017 -5.02186
C -0.76785 2.24179 1.45946
C -1.95654 -2.31941 1.71772
C 2.59985 2.47568 5.60966
C -0.74090 -1.42137 -4.10542
H 2.40032 -0.29495 -5.06509
H -2.14004 -0.79447 3.22146
H -0.92412 4.25313 4.24576
H 3.23358 3.26640 5.21425
H 1.27631 -4.26897 -3.91258
H 0.50971 2.02344 5.82784
H 1.03320 2.06908 3.39231
H 1.40949 3.78510 3.50460
H -2.19141 -3.12807 2.39238
H -1.33573 -1.34884 -5.01674
H -0.39554 4.30191 1.79557
H -1.69303 -3.60820 0.02589
H 2.38337 -2.14673 -3.37049
H 2.93949 -2.70389 -4.95059
H -1.30719 2.53378 4.12146
H 2.84970 1.54992 5.09610
H -1.13536 -3.53562 -4.03832
H 0.10687 0.50194 -4.57988
H -1.12958 0.57058 -0.69621
H 0.83243 -0.26756 -3.16850
H 0.74275 -3.62423 -5.47212
H 1.23949 -1.20215 -6.04119
H -2.06908 3.78499 2.12204
H 0.89298 3.74103 5.94023
H 2.82239 2.35331 6.66707
```

Computed properties:
* Kohn-Sham gap: 9.8 eV
* multiplicity: 1
* LUMO energy: 0.029 Eh
* largest force on an atom: 0.80 eV Å⁻¹
* HOMO energy: -0.3323 hartree
* energy above the lowest of the compared OMol25 structures with the same formula, charge and spin: 0.00 kcal per mole



(7)
Density functional theory data (ωB97M-V/def2-TZVPD) for a structure of composition C20H25NOP2Pr.

Structure (XYZ):
```
50
Properties=species:S:1:pos:R:3
Pr 0.78195 1.10887 2.10973
P -1.82509 0.87759 0.97328
P 0.39184 -1.69505 1.13498
O -1.41481 -0.82375 4.43949
N 0.08384 -0.21665 -2.07668
C -0.76320 3.83169 -2.33388
C 2.93685 -2.44430 -1.39185
C -1.09560 -2.70425 1.56247
C 4.00549 -1.56662 -1.58567
C 0.54661 -2.62360 -0.54570
C 1.55586 -2.72383 2.10391
C -3.16087 -0.13907 1.65752
C 0.54708 3.44060 -2.09077
C -1.79379 2.93234 -2.06789
C 2.08743 1.63276 -1.22682
C -2.42721 0.79706 -0.83122
C -2.47466 2.52806 1.43324
C -0.70808 -0.26261 3.70884
C 1.36073 -0.62678 -1.83420
C 1.63137 -1.96594 -1.34089
C -1.52163 1.62102 -1.69232
C 3.75507 -0.20487 -1.61426
C -0.19396 1.11004 -1.99126
C 2.44303 0.28016 -1.68157
C 0.83921 2.08877 -1.86565
H 5.01701 -1.94661 -1.68322
H -0.98022 4.84145 -2.67341
H -3.52545 2.54505 1.11010
H -2.42196 2.62281 2.52896
H -3.46352 1.16710 -0.83758
H 2.91157 2.35343 -1.27863
H -1.51939 -2.36782 2.51494
H 4.56840 0.51213 -1.53474
H -0.41573 -2.50193 -1.07079
H 0.76956 -3.68231 -0.32227
H -2.36328 -0.25893 -1.12464
H 1.35325 4.17256 -2.03843
H -2.98685 -0.29370 2.72990
H 1.80197 1.47647 0.14262
H 1.36773 -3.78072 1.86484
H -0.75351 -3.74665 1.64760
H -4.07701 0.44158 1.48163
H 3.11189 -3.49741 -1.19798
H 1.36880 -2.52092 3.16807
H 2.57679 -2.43383 1.82928
H -2.82575 3.25840 -2.10780
H 1.84169 -0.23235 1.06894
H -1.91685 3.34682 0.95368
H -1.83326 -2.62842 0.75211
H -3.19336 -1.09782 1.12399
```

Computed properties:
* Kohn-Sham gap (alpha / beta): 3.9 / 4.2 eV
* multiplicity: 3
* LUMO energy (alpha / beta): -0.186 / -0.182 Eh
* total charge: +1
* largest force on an atom: 4.64 eV Å⁻¹
* HOMO energy (alpha / beta): -0.3304 / -0.3347 hartree
* <S²>: 2.034
* energy above the lowest of the compared OMol25 structures with the same formula, charge and spin: 0.00 kcal per mole



(8)
Density functional theory data (ωB97M-V/def2-TZVPD) for a structure of composition C20H26As2BrMnN4O2S.

Structure (XYZ):
```
57
Properties=species:S:1:pos:R:3
Br -1.47886 -0.79979 7.43549
As 1.75041 0.11176 -1.43261
As -0.67556 2.08275 -0.65523
Mn -0.62133 -0.35123 -0.99642
S -2.46247 -0.21909 -2.24494
O 1.43635 0.25394 1.34717
O -0.43900 -0.76963 0.71033
N -0.55141 -2.55188 -1.64780
N -3.93084 -2.56778 -2.27809
N -1.90465 -2.88052 -1.86232
N -3.80484 -3.91978 -2.11959
C 1.87529 0.24389 -3.36574
C -1.24641 -1.13100 3.35234
C -0.06905 -0.43271 3.05411
C 0.68373 0.15129 4.07980
C -1.42789 3.11815 -2.09921
C -2.55019 -4.12328 -1.86660
C 2.17838 1.86647 -0.81655
C 0.26136 0.04128 5.38659
C -2.80249 -1.91854 -2.12880
C -1.66356 -1.24675 4.66180
C 3.11406 -1.13456 -0.91271
C 3.49012 2.29814 -0.73130
C -1.88440 -5.42477 -1.62327
C 0.41687 -0.29051 1.70017
C -0.90811 -0.65568 5.67031
C 2.69363 4.43826 0.05323
C 3.73977 3.59214 -0.28907
C -1.68591 2.56403 0.91233
C 1.12784 2.70904 -0.46602
C 1.37563 4.00317 -0.03394
H 0.83492 0.48502 6.18880
H -0.04126 -2.78315 -2.49926
H -1.70540 1.76165 1.64577
H 2.87312 -2.14336 -1.23456
H 2.90033 5.44555 0.39111
H -1.83124 -1.58778 2.56447
H 1.82854 -0.73006 -3.84696
H -0.18653 -3.13410 -0.89461
H 1.59493 0.68320 3.83987
H -1.18013 3.42909 1.33412
H -2.56364 -1.79185 4.91019
H -2.42761 2.77442 -2.35374
H 4.76253 3.93756 -0.20810
H -4.84060 -2.18146 -2.50361
H -1.36423 -5.43462 -0.66296
H 4.31853 1.65587 -0.99840
H 1.09303 0.88876 -3.75651
H -0.78032 3.08390 -2.96945
H -2.64085 -6.20565 -1.61205
H 2.84492 0.70116 -3.55718
H -1.16952 -5.65253 -2.41743
H 0.57081 4.67707 0.23031
H -2.69425 2.82216 0.60259
H 4.01618 -0.80760 -1.42694
H -1.48157 4.13613 -1.71944
H 3.23282 -1.08622 0.16052
```

Computed properties:
* Kohn-Sham gap (alpha / beta): 3.7 / 5.2 eV
* multiplicity: 4
* LUMO energy (alpha / beta): -0.446 / -0.390 Eh
* total charge: +3
* largest force on an atom: 1.21 eV Å⁻¹
* HOMO energy (alpha / beta): -0.5818 / -0.5817 hartree
* <S²>: 4.167